(1)
Computed, not measured: a structure of composition C20H60ClO14Zr at a distorted geometry, with ωB97M-V/def2-TZVPD.

The geometry in ORCA input format:
```
! wB97M-V def2-TZVPD RIJCOSX def2/J DEFGRID3
* xyz 3 1
Zr 5.137 -8.529 -10.771
Cl 8.918 -8.937 -11.034
O 10.212 -13.626 -7.773
O 7.443 -9.118 -10.911
O 11.600 -7.132 -5.911
O 5.098 -9.677 -12.604
O 5.317 -10.524 -9.911
O 9.528 -9.099 -9.759
O 6.958 -11.191 -13.849
O 9.147 -7.631 -11.565
O 11.283 -2.981 -11.709
O 6.082 -6.969 -11.938
O 8.344 -9.353 -15.591
O 9.363 -9.942 -11.947
O 14.367 -5.288 -13.016
O 12.066 -11.199 -12.634
C 10.829 -11.599 -6.785
C 6.806 -12.554 -14.305
C 12.561 -6.819 -12.910
C 10.775 -12.362 -8.099
C 4.045 -9.672 -14.872
C 5.916 -11.838 -10.393
C 10.204 -4.423 -10.165
C 3.964 -10.151 -13.442
C 6.597 -5.582 -11.570
C 7.916 -13.435 -13.763
C 10.335 -4.031 -11.619
C 12.886 -7.384 -7.875
C 11.550 -6.997 -7.300
C 7.126 -12.149 -9.563
C 10.655 -9.677 -15.144
C 13.393 -5.825 -12.148
C 13.473 -9.994 -11.058
C 12.680 -11.302 -11.384
C 9.640 -9.376 -16.224
C 5.587 -4.551 -12.030
H 9.934 -14.065 -8.583
H 13.465 -12.056 -11.346
H 10.154 -11.793 -8.799
H 5.913 -10.044 -13.099
H 12.852 -7.283 -8.962
H 15.056 -4.838 -12.512
H 8.880 -13.208 -14.213
H 7.518 -5.485 -12.138
H 13.678 -6.741 -7.490
H 11.974 -11.455 -10.564
H 10.602 -4.884 -12.254
H 7.677 -14.489 -13.903
H 10.773 -7.642 -7.781
H 7.760 -10.788 -14.229
H 11.525 -12.049 -6.079
H 9.839 -3.563 -9.605
H 13.598 -9.898 -9.976
H 10.522 -8.953 -14.333
H 9.511 -5.257 -10.026
H 9.848 -11.486 -6.328
H 11.683 -9.610 -15.487
H 9.680 -10.165 -16.980
H 5.140 -12.585 -10.226
H 5.901 -3.553 -11.728
H 10.796 -6.826 -5.475
H 11.166 -2.524 -12.549
H 7.979 -11.514 -9.790
H 11.165 -4.740 -9.756
H 12.427 -6.403 -13.912
H 5.832 -12.915 -13.974
H 11.202 -10.784 -12.503
H 9.870 -8.435 -16.726
H 7.462 -13.155 -9.835
H 6.828 -12.562 -15.397
H 6.149 -11.801 -11.453
H 6.756 -5.572 -10.495
H 13.012 -9.084 -11.437
H 7.689 -9.172 -16.273
H 5.473 -4.562 -13.114
H 11.144 -6.000 -7.555
H 7.976 -13.308 -12.677
H 14.473 -10.063 -11.487
H 13.952 -6.203 -11.275
H 4.824 -10.152 -15.457
H 13.119 -8.420 -7.630
H 3.000 -9.967 -12.967
H 4.046 -11.242 -13.457
H 6.908 -12.207 -8.495
H 9.368 -3.656 -11.987
H 11.272 -10.611 -6.963
H 4.612 -4.787 -11.596
H 4.164 -8.586 -14.921
H 5.053 -10.809 -9.016
H 3.080 -9.900 -15.329
H 11.587 -7.017 -12.458
H 11.817 -12.461 -8.433
H 6.362 -7.098 -12.860
H 13.018 -7.798 -13.051
H 10.471 -10.663 -14.711
H 12.756 -5.002 -11.761
*
```

LUMO energy (eV): -14.009
Orbital gap (eV): 1.69
HOMO (eV): -15.703

=====

(2)
Computed, not measured: a structure of composition C20H60FO10S10Tl at a distorted geometry, with ωB97M-V/def2-TZVPD.

The geometry in ORCA input format:
```
! wB97M-V def2-TZVPD RIJCOSX def2/J DEFGRID3
* xyz 1 2
Tl -6.842 -6.775 -13.398
S -10.222 -9.091 -11.745
S -5.266 -3.058 -11.708
S -6.565 -5.815 -17.286
S -8.060 -10.453 -15.126
S -3.432 -7.990 -11.285
S -9.994 -4.195 -11.931
S -6.784 -5.913 -9.137
S -3.394 -9.087 -14.704
S -6.716 -2.900 -15.450
S -5.992 -10.302 -10.940
F -9.148 -6.342 -15.089
O -8.761 -5.068 -12.165
O -6.816 -6.534 -10.541
O -6.917 -4.012 -14.444
O -9.023 -8.614 -12.568
O -7.317 -9.179 -14.783
O -5.998 -4.361 -11.868
O -4.674 -8.351 -14.306
O -6.110 -6.696 -16.136
O -6.509 -8.969 -11.389
O -4.369 -7.124 -12.118
C -7.019 -10.895 -9.552
C -6.371 -1.270 -14.585
C -10.309 -7.931 -10.334
C -9.325 -2.475 -11.857
C -3.553 -9.116 -16.554
C -9.721 -9.796 -15.780
C -7.371 -7.405 -8.130
C -7.781 -6.850 -18.201
C -8.391 -2.511 -15.982
C -8.358 -4.988 -9.218
C -5.722 -2.239 -10.051
C -3.293 -7.212 -9.627
C -11.679 -8.326 -12.605
C -7.391 -11.082 -16.720
C -10.747 -3.915 -13.556
C -5.325 -5.669 -18.660
C -3.660 -10.909 -14.533
C -3.751 -3.759 -10.998
C -6.461 -11.545 -12.171
C -1.686 -7.726 -11.839
H -11.422 -7.297 -12.857
H -4.033 -4.305 -10.097
H -9.672 -9.168 -16.669
H -11.432 -4.738 -13.761
H -11.236 -8.237 -9.850
H -8.443 -7.382 -7.934
H -6.489 -10.757 -8.609
H -7.236 -11.963 -9.565
H -10.487 -10.571 -15.809
H -0.952 -8.497 -11.603
H -3.321 -8.190 -17.079
H -8.441 -1.898 -16.882
H -6.635 -1.199 -13.530
H -2.898 -9.826 -17.057
H -3.234 -4.389 -11.721
H -5.317 -1.000 -14.513
H -4.882 -6.663 -18.726
H -6.084 -12.512 -11.838
H -8.670 -2.300 -12.710
H -5.884 -5.505 -19.581
H -5.989 -2.959 -9.277
H -2.811 -11.407 -15.002
H -8.232 -4.134 -9.884
H -11.826 -8.820 -13.565
H -6.750 -7.458 -7.236
H -9.972 -3.851 -14.320
H -8.887 -2.123 -10.923
H -7.239 -7.509 -18.879
H -4.634 -4.826 -18.650
H -8.817 -3.497 -16.165
H -7.166 -8.300 -8.718
H -7.231 -10.234 -17.386
H -9.187 -5.588 -9.593
H -8.500 -6.192 -18.689
H -2.612 -6.363 -9.555
H -2.997 -2.982 -10.873
H -9.989 -9.139 -14.953
H -9.386 -7.924 -9.756
H -12.648 -8.157 -12.134
H -1.680 -7.580 -12.919
H -8.387 -7.431 -17.505
H -8.138 -11.649 -17.276
H -7.955 -10.339 -9.509
H -8.584 -4.580 -8.233
H -6.417 -11.567 -16.657
H -4.250 -6.768 -9.354
H -6.596 -1.633 -10.288
H -10.378 -6.935 -10.772
H -9.038 -2.049 -15.236
H -3.086 -7.975 -8.877
H -6.690 -0.507 -15.295
H -1.259 -6.753 -11.595
H -4.952 -1.543 -9.719
H -4.613 -11.249 -14.937
H -3.814 -11.217 -13.499
H -11.380 -3.028 -13.592
H -7.545 -11.661 -12.149
H -10.131 -1.762 -12.035
H -4.587 -9.362 -16.799
H -6.255 -11.327 -13.219
*
```

LUMO energy (spin up / spin down) (eV): -1.379 / -4.440
⟨S²⟩: 0.762
Orbital gap (spin up / spin down) (eV): 8.65 / 5.55
HOMO (spin up / spin down) (eV): -10.032 / -9.989

=====

(3)
Computed, not measured: a cluster of 10 separate species, C20H60O10 in total at a distorted geometry, with ωB97M-V/def2-TZVPD.

The geometry in ORCA input format:
```
! wB97M-V def2-TZVPD RIJCOSX def2/J DEFGRID3
* xyz 0 1
O 2.931 4.520 1.783
O 2.533 -1.570 -3.551
O -2.658 1.064 3.862
O 1.173 -1.557 -1.258
O -1.024 -5.181 -1.443
O 0.723 3.956 -3.113
O -4.748 0.158 2.337
O -3.293 -3.104 -2.659
O 2.959 -3.315 3.093
O -3.904 3.861 -2.079
C -4.638 -1.044 1.363
C 2.559 3.806 3.049
C 1.317 4.298 -1.884
C 4.406 -0.243 -2.921
C -2.328 -2.127 -2.836
C 2.199 -1.078 3.535
C -3.783 -2.134 1.980
C 2.388 2.292 2.639
C 0.274 -5.375 0.648
C -0.079 -4.574 -0.578
C 1.363 2.983 -0.993
C 0.441 -0.401 -1.098
C 3.976 -1.422 -3.786
C -2.291 3.357 -0.310
C -2.762 3.049 -1.657
C 2.397 -2.148 2.567
C -1.185 -2.559 -3.735
C -2.120 1.572 2.682
C -0.965 2.525 2.945
C -0.079 -0.115 0.246
H -4.099 3.449 -3.089
H -1.985 3.297 -2.517
H 1.026 0.396 -1.483
H 2.980 -0.838 3.890
H -0.119 2.179 3.762
H 0.794 -4.278 -1.235
H -2.834 1.743 1.928
H -1.806 -1.962 -1.830
H 2.800 -1.916 1.744
H -3.132 1.898 -1.710
H -2.339 4.411 -0.252
H -3.580 -2.978 1.248
H -5.653 -1.563 1.122
H -3.133 2.894 0.390
H 2.088 2.301 -1.350
H -4.921 0.963 1.937
H -1.345 -2.541 -4.842
H 1.558 -0.162 3.163
H 1.453 2.225 1.999
H -3.426 0.404 3.531
H -4.096 -0.615 0.492
H -2.710 -1.269 -3.033
H 4.411 -0.337 -1.867
H 1.306 -2.350 2.243
H -3.177 -3.877 -2.148
H 4.212 -1.302 -4.821
H 1.754 4.352 3.203
H 0.544 2.405 -0.873
H 3.903 0.734 -3.143
H -4.403 -2.486 3.061
H 2.339 4.718 -2.256
H 3.930 -3.161 3.374
H 1.322 3.457 -3.717
H 3.686 4.995 1.842
H 3.291 3.860 3.731
H -0.951 -3.533 -3.680
H -0.630 -5.470 1.336
H 1.468 -1.678 -2.023
H 4.191 -2.402 -3.507
H 1.845 -1.663 -4.436
H -0.213 -1.955 -3.669
H -0.231 2.811 2.103
H 1.660 -1.252 4.387
H -1.271 3.046 -0.176
H 3.254 1.847 2.127
H -0.481 -5.761 -1.933
H 0.661 -6.270 0.440
H 0.864 -4.862 1.156
H -2.705 -1.771 2.350
H -0.405 -3.617 -0.413
H -1.093 3.522 3.486
H 0.678 5.123 -1.623
H -1.574 0.591 2.294
H -0.763 -0.806 0.823
H -0.328 -0.406 -1.800
H -0.368 1.074 0.423
H 2.211 1.829 3.509
H 5.425 -0.132 -3.252
H 1.581 3.366 -0.159
H 0.753 -0.170 0.914
*
```

LUMO energy (eV): 0.256
Orbital gap (eV): 9.27
HOMO (eV): -9.017
SMILES string: CCO.CCO.CCO.CCO.CCO.CCO.CCO.CCO.CCO.CCO

=====

(4)
Computed, not measured: a cluster of 10 separate species, C20H60O10 in total at a distorted geometry, with ωB97M-V/def2-TZVPD.

The geometry in ORCA input format:
```
! wB97M-V def2-TZVPD RIJCOSX def2/J DEFGRID3
* xyz 0 1
O -0.422 -6.127 3.356
O 3.584 -1.353 2.018
O 0.082 -0.365 0.427
O -1.036 -4.398 -0.723
O -0.900 1.796 3.963
O -3.647 6.858 0.189
O 4.936 1.769 -4.966
O 3.356 6.146 1.384
O -7.606 -1.133 0.961
O 1.185 3.991 -4.288
C -1.397 -5.144 -1.847
C -2.881 -5.643 -1.809
C 4.700 -1.080 2.830
C -6.886 -1.324 -0.169
C 0.677 -5.330 3.547
C 2.804 5.315 0.387
C -1.112 -4.262 -3.060
C -7.096 -0.275 -1.183
C 1.544 4.667 -6.618
C -0.929 1.655 5.370
C 0.779 4.965 -5.291
C 5.252 -2.405 3.318
C -5.392 -1.474 0.300
C 1.075 6.356 -4.656
C 4.136 -0.217 3.949
C 0.040 -3.982 3.741
C 4.342 0.754 -4.184
C 1.502 -5.867 4.707
C -2.816 5.829 0.780
C -0.015 0.344 -0.797
H 3.277 5.381 -0.593
H 1.943 3.621 -4.747
H -1.244 -4.797 -4.001
H -1.456 0.755 5.689
H -2.861 -6.263 -0.913
H 4.889 -0.024 4.712
H 3.246 -0.603 4.446
H -3.070 -6.210 -2.721
H 0.442 6.519 -3.784
H 2.614 4.778 -6.443
H 3.835 0.752 3.550
H 6.116 -2.286 3.971
H -0.862 -3.799 3.157
H 0.946 0.834 -0.956
H -0.432 1.062 3.557
H 3.371 0.502 -4.610
H -3.011 7.505 -0.123
H 1.377 -5.308 2.711
H -4.844 -2.059 -0.439
H 4.898 -0.175 -4.059
H 4.222 0.997 -3.129
H 5.683 2.015 -4.417
H 0.679 -3.118 3.559
H 0.895 7.057 -5.470
H -4.890 -0.511 0.219
H 4.439 -2.943 3.807
H 0.971 -0.727 0.453
H -2.399 5.158 0.029
H 1.807 5.658 0.110
H 5.604 -3.107 2.562
H -3.605 -4.842 -1.956
H -8.045 -0.561 -1.636
H 2.134 6.387 -4.401
H 2.395 -5.281 4.922
H 1.449 5.344 -7.467
H 1.883 -6.854 4.446
H -5.321 -1.982 1.262
H -6.382 -0.393 -1.998
H -0.296 4.839 -5.418
H -0.190 -0.256 -1.690
H -7.168 -2.315 -0.526
H 1.352 3.620 -6.855
H -1.969 6.272 1.304
H -0.868 1.007 -0.946
H -7.158 0.759 -0.845
H -0.792 -6.048 -1.907
H -1.846 -3.463 -3.159
H 0.112 1.693 5.690
H -0.680 -5.949 2.449
H 2.948 6.015 2.243
H 2.824 4.271 0.700
H -0.072 -3.937 -3.067
H -1.367 -3.511 -0.877
H 3.820 -2.001 1.351
H 5.453 -0.455 2.349
H -1.386 2.569 5.747
H -3.436 5.169 1.386
H -8.511 -0.923 0.720
H -0.257 -3.894 4.786
H 0.936 -6.015 5.627
*
```

LUMO energy (eV): 0.118
Orbital gap (eV): 9.94
HOMO (eV): -9.825
SMILES string: CC(C)O.CC(C)O.CC(C)O.CC(C)O.CC(C)O.CO.CO.CO.CO.CO

=====

(5)
Computed, not measured: a cluster of 10 separate species, C20H60O20S5 in total at a distorted geometry, with ωB97M-V/def2-TZVPD.

The geometry in ORCA input format:
```
! wB97M-V def2-TZVPD RIJCOSX def2/J DEFGRID3
* xyz 0 1
S 0.120 2.748 3.139
S -3.602 -4.379 -3.130
S 3.079 -2.167 3.063
S -3.852 1.044 -4.024
S 5.328 1.003 -0.563
O 5.033 1.035 -1.969
O -4.225 -3.979 -4.354
O 3.242 -0.808 2.663
O -2.693 -3.122 -2.707
O 5.745 -0.168 0.144
O 0.537 2.293 -1.496
O -0.121 -0.536 -0.494
O -3.367 1.766 -5.163
O 1.239 3.433 2.556
O -0.761 3.753 4.033
O -2.388 1.786 -0.024
O -4.704 1.684 -3.063
O 6.485 2.091 -0.272
O 3.787 -2.772 4.159
O -4.609 -0.318 -4.462
O -0.823 2.062 2.291
O -1.968 -0.691 5.589
O 1.515 -2.441 3.320
O 2.602 -2.912 -3.527
O -2.845 -5.588 -3.054
C 3.935 1.792 0.262
C -2.509 -1.063 4.320
C 6.234 3.434 -0.716
C -6.484 0.406 -5.863
C -4.841 -4.339 -1.821
C 1.129 -3.720 3.884
C -6.016 -0.330 -4.597
C -0.147 -4.206 3.258
C 0.324 5.975 3.928
C 1.012 1.954 -2.801
C 2.474 -1.849 -2.570
C 0.761 1.599 4.356
C -1.699 -3.126 -1.672
C 0.426 -0.836 0.783
C -2.509 0.173 -3.261
C 7.451 4.257 -0.290
C -2.715 3.118 -0.378
C 3.251 -3.276 1.649
C -0.093 4.787 4.771
C -0.528 -4.051 -1.894
H 2.384 -3.081 1.024
H -1.718 0.839 -2.920
H -2.164 -0.624 -3.915
H -1.840 -0.939 3.468
H -1.732 1.807 0.690
H 0.749 4.396 5.348
H -3.791 3.206 -0.542
H -3.400 -0.437 4.248
H -0.846 -5.073 -1.708
H -7.530 0.200 -6.071
H 1.497 1.025 3.798
H -6.410 1.483 -5.670
H 0.236 -3.876 -1.126
H -0.022 -3.850 -2.837
H -2.836 -0.326 -2.348
H -0.504 6.403 3.362
H 1.040 -3.526 4.952
H 3.493 -1.651 -2.235
H 0.054 0.365 -0.786
H 3.530 2.482 -0.471
H 8.365 3.731 -0.558
H -1.466 -2.060 -1.645
H -5.676 -4.890 -2.247
H 4.357 2.310 1.120
H 7.462 4.371 0.795
H 5.386 3.883 -0.199
H -4.418 -4.828 -0.945
H -6.468 0.137 -3.717
H -2.658 -0.325 6.141
H -0.501 -5.054 3.850
H -5.117 -3.328 -1.536
H 3.238 -4.290 2.034
H 3.406 -2.811 -4.037
H 3.191 1.086 0.621
H 1.909 -4.474 3.778
H -0.037 -4.524 2.222
H 0.292 2.242 -3.571
H 0.768 -1.864 0.757
H 1.264 -0.149 0.937
H -0.043 1.008 4.795
H -2.765 -2.130 4.274
H 1.184 2.186 5.170
H 0.553 3.253 -1.451
H -0.308 -0.562 1.545
H 0.687 6.774 4.580
H -2.107 -3.257 -0.658
H -6.379 -1.356 -4.626
H 6.107 3.469 -1.796
H -5.747 0.255 -6.649
H -0.821 5.125 5.508
H 1.125 5.754 3.227
H 7.371 5.256 -0.715
H 1.862 -2.156 -1.724
H 1.127 0.871 -2.836
H -2.245 3.299 -1.352
H -2.454 3.915 0.322
H -0.949 -3.471 3.338
H 1.957 -1.043 -3.090
H 2.003 2.371 -3.001
H 4.149 -3.065 1.074
*
```

LUMO energy (eV): 0.187
Orbital gap (eV): 9.73
HOMO (eV): -9.538
SMILES string: CCOS(C)(=O)=O.CCOS(C)(=O)=O.CCOS(C)(=O)=O.CCOS(C)(=O)=O.CCOS(C)(=O)=O.CO.CO.CO.CO.CO

=====

Computed E (Ha) in order:
-2357.0695; -5803.9224; -1549.8016; -1550.1883; -4293.5759
Computed M (u) in order:
651.4; 1004.7; 460.7; 460.7; 781.0
Computed energy relative to the best compared isomer or geometry (same formula, charge and spin) (kcal/mol) in order:
0.0; 0.0; 335.5; 92.8; 33.5